1.
Below is a cluster of 2 separate species, CBr3ClS in total in a non-equilibrium geometry, with properties calculated with wB97M-V/def2-TZVPD.

Calculated total energy ... -234518.646 eV
Energy relative to the best compared isomer or geometry (same formula, charge and spin) ... 42.1 kcal/mol
Largest force on an atom ... 0.0476 hartree/bohr
Gap between HOMO and LUMO (spin up / spin down) ... 6.1017 / 6.1005 eV

Each line ends with the Löwdin charge.
Positions of all 6 atoms, in Å:
1 C 0.650 0.027 0.521  -1.70
2 S -1.697 1.123 -0.732  0.04
3 Cl -2.156 -0.635 -1.405  -0.03
4 Br 1.222 1.033 1.976  0.64
5 Br 1.672 0.319 -1.165  0.48
6 Br 0.309 -1.867 0.805  0.56



2.
Below is a cluster of 8 separate species, C42H68N2O25 in total in a non-equilibrium geometry, with properties calculated with wB97M-V/def2-TZVPD.

Calculated total energy ... -98822.908 eV
Largest force on an atom ... 0.0825 hartree/bohr
Gap between HOMO and LUMO ... 8.4269 eV

Each line ends with the Löwdin charge.
Positions of all 137 atoms, in Å:
1 C -8.418 -2.023 -1.264  -0.12
2 C -8.567 -0.467 -1.635  -0.21
3 C -7.185 0.240 -1.988  -0.23
4 O -6.621 -0.148 -3.258  -0.15
5 C -5.697 0.854 -3.712  -0.15
6 C -4.191 0.687 -3.166  -0.24
7 C -3.336 0.603 -4.523  -0.10
8 C -1.764 0.488 -4.302  -0.19
9 O -1.112 1.565 -4.323  0.00
10 C -3.683 1.710 -2.019  -0.02
11 C -3.211 0.904 -0.703  -0.34
12 C -4.314 0.536 0.415  -0.19
13 N -5.357 1.564 0.641  0.01
14 C -2.021 1.546 0.175  -0.15
15 O -2.433 2.659 0.989  -0.17
16 C -2.328 2.384 2.405  -0.25
17 C -3.571 2.928 3.267  -0.08
18 N -2.841 -0.411 -1.341  0.12
19 C -3.772 -0.690 -2.441  -0.34
20 O -4.169 -1.815 -2.818  0.05
21 H -9.476 -2.473 -1.304  0.07
22 H -8.053 -2.144 -0.186  0.08
23 H -7.740 -2.580 -1.985  0.08
24 H -9.026 0.038 -0.707  0.11
25 H -9.305 -0.288 -2.496  0.11
26 H -6.430 -0.092 -1.180  0.11
27 H -7.296 1.378 -1.865  0.12
28 H -6.057 1.934 -3.525  0.14
29 H -5.661 0.756 -4.858  0.13
30 H -3.647 -0.308 -5.154  0.14
31 H -3.580 1.515 -5.183  0.14
32 H -1.296 -0.540 -4.169  0.12
33 H -2.689 2.139 -2.393  0.11
34 H -4.305 2.642 -1.822  0.13
35 H -3.766 0.281 1.393  0.12
36 H -4.804 -0.451 0.086  0.12
37 H -4.976 2.448 0.996  0.05
38 H -5.885 1.788 -0.209  0.03
39 H -1.238 1.962 -0.567  0.14
40 H -1.499 0.704 0.734  0.13
41 H -2.222 1.278 2.667  0.12
42 H -1.375 2.895 2.803  0.11
43 H -3.749 4.045 3.164  0.09
44 H -3.318 2.728 4.382  0.06
45 H -4.534 2.345 3.065  0.07
46 H -2.657 -1.194 -0.694  0.10
47 C -3.107 6.021 8.180  -0.02
48 C -2.566 4.613 8.060  -0.34
49 C -1.082 4.518 8.268  -0.11
50 O -0.735 3.382 7.483  0.06
51 C -1.668 3.285 6.497  -0.53
52 O -1.578 2.562 5.547  0.13
53 O -2.717 4.121 6.729  0.09
54 H -2.853 6.463 9.145  0.09
55 H -2.721 6.660 7.382  0.10
56 H -4.195 6.017 8.076  0.09
57 H -3.108 3.941 8.734  0.16
58 H -0.820 4.358 9.315  0.14
59 H -0.531 5.385 7.891  0.14
60 C 1.460 -1.280 -4.857  0.00
61 C 2.023 -2.526 -5.505  -0.33
62 C 1.053 -3.670 -5.550  -0.10
63 O 1.916 -4.804 -5.527  0.07
64 C 3.058 -4.417 -4.897  -0.54
65 O 3.917 -5.168 -4.533  0.14
66 O 3.094 -3.066 -4.729  0.07
67 H 0.544 -0.953 -5.352  0.08
68 H 1.251 -1.448 -3.796  0.10
69 H 2.187 -0.467 -4.905  0.07
70 H 2.410 -2.291 -6.502  0.17
71 H 0.448 -3.665 -6.457  0.14
72 H 0.391 -3.717 -4.680  0.14
73 C 6.445 2.601 -3.577  -0.02
74 C 4.954 2.805 -3.724  -0.34
75 C 4.132 1.822 -2.943  -0.11
76 O 2.936 1.743 -3.710  0.05
77 C 3.272 2.051 -4.994  -0.55
78 O 2.553 1.896 -5.938  0.15
79 O 4.535 2.553 -5.064  0.10
80 H 6.751 2.633 -2.529  0.10
81 H 6.755 1.643 -4.011  0.05
82 H 6.988 3.378 -4.121  0.09
83 H 4.686 3.838 -3.473  0.16
84 H 3.918 2.171 -1.931  0.14
85 H 4.579 0.824 -2.888  0.14
86 C 6.902 -3.777 -5.103  -0.02
87 C 7.876 -2.706 -4.663  -0.34
88 C 7.674 -2.256 -3.245  -0.10
89 O 8.147 -0.913 -3.280  0.07
90 C 7.987 -0.473 -4.558  -0.53
91 O 8.102 0.670 -4.900  0.13
92 O 7.674 -1.498 -5.395  0.10
93 H 6.941 -4.646 -4.443  0.10
94 H 5.879 -3.394 -5.125  0.07
95 H 7.135 -4.103 -6.120  0.09
96 H 8.906 -3.038 -4.835  0.16
97 H 8.253 -2.850 -2.535  0.14
98 H 6.625 -2.250 -2.933  0.14
99 C 1.524 3.500 3.872  -0.01
100 C 1.807 4.964 3.618  -0.34
101 C 2.136 5.738 4.862  -0.11
102 O 1.696 7.050 4.533  0.06
103 C 0.703 6.912 3.610  -0.54
104 O -0.020 7.797 3.258  0.16
105 O 0.639 5.634 3.145  0.09
106 H 2.359 3.016 4.383  0.09
107 H 0.618 3.372 4.470  0.07
108 H 1.348 2.980 2.927  0.09
109 H 2.590 5.073 2.861  0.16
110 H 3.205 5.734 5.081  0.14
111 H 1.589 5.396 5.747  0.13
112 C 1.721 -3.652 -0.525  -0.01
113 C 0.612 -3.622 0.504  -0.34
114 C 0.029 -4.972 0.800  -0.09
115 O -1.306 -4.652 1.182  0.07
116 C -1.622 -3.483 0.563  -0.53
117 O -2.727 -3.022 0.507  0.15
118 O -0.520 -2.904 0.011  0.08
119 H 2.523 -4.329 -0.224  0.09
120 H 1.341 -3.961 -1.503  0.09
121 H 2.142 -2.652 -0.656  0.09
122 H 0.957 -3.126 1.415  0.14
123 H 0.551 -5.478 1.611  0.12
124 H -0.005 -5.635 -0.070  0.15
125 C 2.223 -5.589 6.647  -0.02
126 C 1.771 -5.385 5.218  -0.34
127 C 2.166 -6.502 4.296  -0.10
128 O 2.272 -5.839 3.040  0.04
129 C 2.571 -4.538 3.306  -0.53
130 O 2.919 -3.740 2.483  0.15
131 O 2.427 -4.262 4.630  0.10
132 H 1.852 -6.533 7.050  0.09
133 H 3.314 -5.574 6.720  0.09
134 H 1.858 -4.775 7.278  0.09
135 H 0.691 -5.203 5.186  0.16
136 H 1.412 -7.290 4.253  0.15
137 H 3.134 -6.949 4.539  0.14



3.
Below is an isolated molecule of C6H9N3O4 in a non-equilibrium geometry, with properties calculated with wB97M-V/def2-TZVPD.

Calculated total energy ... -19024.162 eV
Energy relative to the best compared isomer or geometry (same formula, charge and spin) ... 43.6 kcal/mol
Largest force on an atom ... 0.0889 hartree/bohr
Gap between HOMO and LUMO ... 9.7368 eV

Each line ends with the Löwdin charge.
Positions of all 22 atoms, in Å:
1 C -1.482 1.091 -0.822  -0.07
2 C 2.636 -0.452 0.411  -0.56
3 C 0.224 0.349 -1.767  -0.22
4 C -0.911 0.174 0.227  -0.34
5 C -1.021 0.735 1.681  0.05
6 C 1.282 -0.991 0.024  -0.07
7 N -0.865 1.187 -1.904  0.13
8 N -1.800 -1.181 0.060  -0.32
9 N 0.318 -0.008 -0.364  -0.12
10 O 2.779 0.849 0.647  0.09
11 O 3.601 -1.121 0.481  0.14
12 O -1.492 -1.960 -0.803  0.10
13 O -2.763 -1.220 0.778  0.09
14 H -2.374 1.644 -0.651  0.13
15 H 0.167 -0.588 -2.333  0.14
16 H 1.122 0.813 -2.179  0.14
17 H -0.787 0.079 2.455  0.08
18 H -2.026 0.974 1.851  0.07
19 H -0.651 1.672 1.622  0.06
20 H 0.831 -1.465 0.857  0.12
21 H 1.377 -1.896 -0.749  0.19
22 H 1.834 1.314 0.478  0.18



4.
Below is a cluster of 8 separate species, C5H28N3O7 in total in a non-equilibrium geometry, with properties calculated with wB97M-V/def2-TZVPD.

Calculated total energy ... -24436.461 eV
Energy relative to the best compared isomer or geometry (same formula, charge and spin) ... 0.0 kcal/mol
Largest force on an atom ... 0.0418 hartree/bohr
Gap between HOMO and LUMO ... 8.4597 eV
Charge ... +1

Each line ends with the Löwdin charge.
Positions of all 43 atoms, in Å:
1 C -0.151 1.634 4.031  -0.08
2 C 0.247 0.824 2.805  -0.42
3 C -0.791 -0.293 2.629  -0.13
4 C -0.733 -0.866 1.234  -0.26
5 C 0.124 -1.803 0.825  -0.13
6 N 0.142 -2.333 -0.436  0.09
7 N -1.654 -0.277 0.258  0.20
8 N 0.198 1.660 1.591  0.06
9 H -1.044 2.254 3.881  0.08
10 H -0.494 0.989 4.857  0.08
11 H 0.548 2.233 4.624  0.08
12 H 1.224 0.416 3.066  0.13
13 H -0.619 -1.165 3.270  0.12
14 H -1.812 -0.045 2.933  0.12
15 H 0.935 -2.158 1.436  0.13
16 H -0.457 -1.879 -1.105  0.01
17 H 0.959 -2.647 -0.936  0.10
18 H -2.411 0.223 0.724  0.12
19 H -2.257 -0.886 -0.325  0.12
20 H -1.139 0.310 -0.390  0.13
21 H 0.140 2.642 1.852  0.08
22 H 1.110 1.669 1.133  0.07
23 H 1.979 1.019 -3.321  0.03
24 H 3.435 1.341 -3.569  0.07
25 O 2.735 1.469 -2.917  -0.05
26 H -3.893 -2.916 -1.096  0.07
27 H -2.475 -3.526 -1.107  0.07
28 O -2.956 -2.690 -1.121  -0.04
29 H 3.847 -0.262 1.845  0.02
30 H 3.572 1.231 1.710  0.02
31 O 4.285 0.594 1.809  -0.05
32 H -2.097 -1.293 -2.786  0.05
33 H -0.818 -0.359 -3.158  0.01
34 O -1.209 -1.012 -2.545  -0.07
35 H 3.500 -0.811 -0.717  0.04
36 H 2.655 0.463 -1.372  0.00
37 O 2.662 -0.393 -0.910  -0.08
38 H -0.295 0.475 -5.310  0.08
39 H -0.701 1.593 -4.302  0.08
40 O -0.200 0.776 -4.395  -0.03
41 H -3.774 2.407 -0.505  0.06
42 H -2.723 2.804 0.526  0.06
43 O -2.990 2.076 -0.049  -0.05



5.
Below is an isolated molecule of C3H8N2O2 in a non-equilibrium geometry, with properties calculated with wB97M-V/def2-TZVPD.

Calculated total energy ... -10308.097 eV
Energy relative to the best compared isomer or geometry (same formula, charge and spin) ... 204.2 kcal/mol
Largest force on an atom ... 0.1214 hartree/bohr
Gap between HOMO and LUMO ... 4.8834 eV

Each line ends with the Löwdin charge.
Positions of all 15 atoms, in Å:
1 N 1.165 1.066 0.823  0.13
2 C 0.514 -0.220 0.459  -0.24
3 C -1.002 -0.100 1.148  -0.25
4 O -1.144 1.038 1.872  -0.09
5 C 0.525 -0.581 -1.019  -0.50
6 N 0.155 0.419 -2.105  0.07
7 O -0.280 -1.643 -1.153  -0.02
8 H 0.238 -0.187 -2.926  0.07
9 H 2.145 1.253 0.980  0.10
10 H 1.027 -1.126 0.842  0.14
11 H -1.117 -1.060 1.724  0.17
12 H -1.790 -0.107 0.405  0.10
13 H 0.588 1.175 1.658  0.05
14 H -0.846 0.563 -1.951  0.07
15 H 1.691 -0.660 -1.033  0.20